Model P:
The following is a quantum chemistry calculation of 2 unconnected molecules or ions with the total composition C10H16O, from the OMol25 dataset.

Computed properties:
Molecular weight in g mol⁻¹: 152.2
SMILES string: CCc1ccc(O)cc1.CC
Gap between HOMO and LUMO in eV: 9.515
E_HOMO in eV: -8.66

The geometry in ORCA input format:
```
! wB97M-V def2-TZVPD RIJCOSX def2/J DEFGRID3
* xyz 0 1
C 3.327 -1.651 1.665
C 2.449 -0.446 2.068
C 1.027 -0.442 1.495
C -0.033 -0.783 2.346
C -1.371 -0.738 1.943
C -1.646 -0.360 0.649
O -2.940 -0.428 0.178
C -0.622 -0.184 -0.291
C 0.671 -0.065 0.188
H 4.026 -1.383 0.870
H 2.842 -2.540 1.272
H 3.964 -1.872 2.523
H 2.266 -0.609 3.129
H 2.884 0.514 1.805
H 0.347 -1.123 3.296
H -2.110 -1.023 2.679
H -3.381 -1.285 0.274
H -0.739 -0.126 -1.362
H 1.455 0.204 -0.517
C -0.502 1.748 -3.639
C -0.690 2.731 -4.787
H -1.467 1.275 -3.400
H 0.278 1.011 -3.733
H -0.477 2.115 -2.598
H -1.463 3.453 -4.531
H 0.180 3.366 -4.979
H -0.827 2.142 -5.688
*
```

***

Model Q:
The following is a quantum chemistry calculation of 2 unconnected molecules or ions with the total composition C10H16O, from the OMol25 dataset.

Computed properties:
Molecular weight in g mol⁻¹: 152.2
SMILES string: Cc1ccc(O)cc1.CCC
Gap between HOMO and LUMO in eV: 9.309
E_HOMO in eV: -8.46

The geometry in ORCA input format:
```
! wB97M-V def2-TZVPD RIJCOSX def2/J DEFGRID3
* xyz 0 1
C 2.579 -0.027 -2.597
C 1.167 0.031 -2.063
C 0.521 1.244 -1.863
C -0.773 1.294 -1.369
C -1.456 0.121 -1.084
O -2.738 0.129 -0.621
C -0.825 -1.094 -1.272
C 0.475 -1.147 -1.760
H 2.836 0.931 -3.051
H 2.645 -0.773 -3.389
H 3.310 -0.256 -1.822
H 1.037 2.172 -2.080
H -1.240 2.263 -1.229
H -3.043 1.013 -0.459
H -1.346 -2.007 -1.021
H 0.989 -2.088 -1.904
C 0.095 -1.302 2.133
C -0.957 -0.312 2.616
C -0.396 1.093 2.820
H 0.614 -0.889 1.267
H -0.382 -2.221 1.789
H 0.794 -1.553 2.929
H -1.765 -0.249 1.880
H -1.414 -0.673 3.539
H 0.432 1.028 3.532
H -0.016 1.488 1.876
H -1.144 1.785 3.204
*
```

***

Model R:
The following is a quantum chemistry calculation of 2 unconnected molecules or ions with the total composition C10H16O, from the OMol25 dataset.

Computed properties:
Molecular weight in g mol⁻¹: 152.2
SMILES string: CCc1ccc(O)cc1.CC
Gap between HOMO and LUMO in eV: 8.935
E_HOMO in eV: -8.14

The geometry in ORCA input format:
```
! wB97M-V def2-TZVPD RIJCOSX def2/J DEFGRID3
* xyz 0 1
C 2.379 -1.808 2.114
C 1.558 -2.361 0.860
C 0.516 -1.471 0.270
C 0.033 -1.565 -1.019
C -0.992 -0.719 -1.406
C -1.895 -0.151 -0.459
O -3.038 0.465 -0.703
C -1.496 -0.307 0.907
C -0.358 -0.984 1.271
H 3.326 -1.564 1.663
H 2.466 -2.583 2.858
H 2.000 -0.903 2.570
H 2.324 -2.549 0.055
H 1.132 -3.343 1.109
H 0.606 -2.014 -1.836
H -1.244 -0.586 -2.451
H -3.300 0.648 -1.615
H -2.129 0.139 1.677
H -0.132 -1.192 2.298
C -0.779 2.897 -1.620
C 0.272 2.813 -0.428
H -0.247 3.247 -2.491
H -1.079 1.885 -1.840
H -1.479 3.668 -1.372
H 1.013 1.998 -0.591
H 0.746 3.801 -0.333
H -0.202 2.540 0.512
*
```

***

Model S:
The following is a quantum chemistry calculation of 2 unconnected molecules or ions with the total composition C10H16O, from the OMol25 dataset.

Computed properties:
Molecular weight in g mol⁻¹: 152.2
SMILES string: Cc1ccc(O)cc1.CCC
Gap between HOMO and LUMO in eV: 9.687
E_HOMO in eV: -8.79

The geometry in ORCA input format:
```
! wB97M-V def2-TZVPD RIJCOSX def2/J DEFGRID3
* xyz 0 1
C 1.779 0.605 2.582
C 1.016 1.206 1.375
C 1.529 1.996 0.360
C 0.720 2.341 -0.730
C -0.594 1.985 -0.726
O -1.372 2.391 -1.809
C -1.138 1.088 0.208
C -0.340 0.816 1.329
H 1.426 -0.444 2.561
H 1.303 0.996 3.461
H 2.855 0.685 2.549
H 2.498 2.474 0.394
H 1.102 3.023 -1.481
H -1.713 3.261 -1.653
H -2.093 0.676 -0.070
H -0.854 0.208 2.059
C 0.300 -1.773 -2.055
C -0.782 -1.750 -0.949
C -1.213 -2.812 0.075
H 0.315 -2.782 -2.486
H 1.214 -1.368 -1.603
H 0.119 -1.038 -2.829
H -0.463 -0.944 -0.284
H -1.805 -1.498 -1.312
H -0.336 -3.361 0.484
H -1.699 -2.335 0.905
H -1.772 -3.644 -0.357
*
```

***

The calculated energies rank the structures as follows, beginning with the most stable: model Q, model P, model R, model S.

***

Model P:
The following is a quantum chemistry calculation of a gas-phase ion, C8H11N2O (charge +1), from the OMol25 dataset.

Computed properties:
Molecular weight in g mol⁻¹: 151.2
SMILES string: C#C/C=C(/C)C(=O)N(C)C=[NH2+]
Gap between HOMO and LUMO in eV: 8.515
E_HOMO in eV: -12.64

The geometry in ORCA input format:
```
! wB97M-V def2-TZVPD RIJCOSX def2/J DEFGRID3
* xyz 1 1
C 1.676 -2.535 1.059
C 1.796 -1.366 0.801
C 2.102 -0.168 0.259
C 1.426 0.642 -0.550
C 2.024 1.667 -1.403
C -0.187 0.455 -0.701
O -0.672 0.795 -1.765
N -1.199 0.026 0.396
C -0.894 0.068 1.924
C -2.438 -0.353 0.029
N -2.877 -0.374 -1.128
H 1.642 -3.505 1.449
H 3.221 0.086 0.308
H 2.082 2.592 -0.857
H 1.265 1.936 -2.125
H 2.883 1.275 -1.880
H -1.275 -0.926 2.326
H 0.118 0.355 2.023
H -1.461 0.850 2.204
H -3.059 -0.565 0.926
H -2.278 -0.430 -1.942
H -3.897 -0.526 -1.352
*
```

***

Model Q:
The following is a quantum chemistry calculation of 2 unconnected molecules or ions with the total composition C8H11N2O, from the OMol25 dataset.

Computed properties:
Molecular weight in g mol⁻¹: 151.2
Gap between HOMO and LUMO (spin up / spin down) in eV: 7.540 / 7.632
E_HOMO (spin up / spin down) in eV: -13.70 / -13.80

The geometry in ORCA input format:
```
! wB97M-V def2-TZVPD RIJCOSX def2/J DEFGRID3
* xyz 1 1
C -3.308 0.220 0.072
C -2.429 1.186 0.502
C -2.819 -1.092 -0.335
C -1.076 0.965 0.504
C -1.445 -1.320 -0.388
C -0.615 -0.307 0.169
C 3.027 -0.644 0.265
C 1.821 1.413 -0.401
N 1.749 0.079 0.085
N 0.726 -0.619 0.225
O 0.883 -2.489 0.042
H -4.337 0.400 -0.029
H -2.759 2.161 0.839
H -3.404 -1.919 -0.758
H -0.388 1.743 0.905
H -1.053 -2.369 -0.681
H 3.331 -1.060 -0.779
H 3.743 -0.019 0.522
H 2.848 -1.477 0.908
H 2.033 2.136 0.409
H 2.626 1.407 -1.161
H 0.847 1.606 -0.915
*
```

***

The calculated energies rank the structures as follows, beginning with the most stable: model P, model Q.

***

Model P:
The following is a quantum chemistry calculation of C5H7NO3 in the gas phase, from the OMol25 dataset.

Computed properties:
Molecular weight in g mol⁻¹: 129.1
SMILES string: C#CC[C@](N)(O)C(=O)O
Gap between HOMO and LUMO in eV: 10.248
E_HOMO in eV: -9.67

The geometry in ORCA input format:
```
! wB97M-V def2-TZVPD RIJCOSX def2/J DEFGRID3
* xyz 0 1
C -2.750 -0.714 -0.369
C -1.738 -0.180 -0.002
C -0.748 0.872 0.507
C 0.571 0.532 -0.188
N 1.791 0.838 0.532
O 0.593 1.056 -1.474
C 0.483 -1.047 -0.296
O 0.700 -1.585 -1.361
O 0.593 -1.626 0.906
H -3.579 -1.277 -0.690
H -1.098 1.860 0.213
H -0.670 0.743 1.587
H 1.691 0.785 1.538
H 2.091 1.780 0.306
H 0.857 0.336 -2.073
H 1.215 -2.376 0.865
*
```

***

Model Q:
The following is a quantum chemistry calculation of C5H7NO3 in the gas phase, from the OMol25 dataset.

Computed properties:
Molecular weight in g mol⁻¹: 129.1
SMILES string: O=[N+]([O-])[C@@]12CCC[C@@H]1O2
Gap between HOMO and LUMO in eV: 10.856
E_HOMO in eV: -10.97

The geometry in ORCA input format:
```
! wB97M-V def2-TZVPD RIJCOSX def2/J DEFGRID3
* xyz 0 1
O -3.165 -0.589 -0.052
N -2.310 0.260 0.127
O -2.476 1.402 0.569
C -0.950 -0.097 -0.199
C -0.030 1.003 -0.564
C 1.416 0.451 -0.377
C 1.349 -0.767 0.535
C -0.153 -1.149 0.532
O -0.628 -1.421 -0.765
H -0.100 1.952 0.064
H -0.091 1.477 -1.611
H 2.050 1.157 0.097
H 1.807 0.230 -1.357
H 1.968 -1.554 0.054
H 1.711 -0.615 1.599
H -0.401 -1.741 1.347
*
```

***

Model R:
The following is a quantum chemistry calculation of C5H7NO3 in the gas phase, from the OMol25 dataset.

Computed properties:
Molecular weight in g mol⁻¹: 129.1
SMILES string: CC(C)(N=O)C(O)=C=O
Gap between HOMO and LUMO in eV: 7.878
E_HOMO in eV: -8.51

The geometry in ORCA input format:
```
! wB97M-V def2-TZVPD RIJCOSX def2/J DEFGRID3
* xyz 0 1
C -0.169 -0.628 1.517
C 0.223 -0.026 0.156
C 0.733 -1.167 -0.745
N 1.375 1.011 0.408
O 2.065 1.254 -0.578
C -0.903 0.786 -0.435
O -1.664 1.618 0.379
C -1.030 1.028 -1.720
O -1.263 1.105 -2.870
H 0.635 -1.260 1.914
H -1.066 -1.252 1.428
H -0.377 0.138 2.273
H 0.769 -0.893 -1.805
H 1.752 -1.465 -0.465
H 0.095 -2.054 -0.659
H -1.177 1.805 1.201
*
```

***

The calculated energies rank the structures as follows, beginning with the most stable: model P, model R, model Q.

***

Model P:
The following is a quantum chemistry calculation of C5H7NO3 in the gas phase, from the OMol25 dataset.

Computed properties:
Molecular weight in g mol⁻¹: 129.1
SMILES string: O=CN(O)/C=C/[C@@H]1CO1
Gap between HOMO and LUMO in eV: 9.120
E_HOMO in eV: -8.66

The geometry in ORCA input format:
```
! wB97M-V def2-TZVPD RIJCOSX def2/J DEFGRID3
* xyz 0 1
O -0.540 2.448 2.409
C -1.402 1.778 1.906
N -1.293 0.809 0.884
O -2.528 0.418 0.349
C -0.163 0.436 0.214
C -0.159 -0.381 -0.879
C 1.005 -0.999 -1.442
C 2.257 -1.333 -0.730
O 2.142 -0.101 -1.567
H -2.494 2.013 2.088
H -2.647 -0.531 0.670
H 0.884 0.820 0.543
H -1.075 -0.740 -1.307
H 0.726 -1.595 -2.333
H 2.959 -2.035 -1.116
H 2.330 -1.008 0.310
*
```

***

Model Q:
The following is a quantum chemistry calculation of a molecular structure, C5H7NO3, from the OMol25 dataset.

Computed properties:
Molecular weight in g mol⁻¹: 129.1
Gap between HOMO and LUMO (spin up / spin down) in eV: 7.861 / 7.862
E_HOMO (spin up / spin down) in eV: -7.97 / -7.97

The geometry in ORCA input format:
```
! wB97M-V def2-TZVPD RIJCOSX def2/J DEFGRID3
* xyz 0 1
C 0.369 -2.280 0.067
C -0.646 2.263 0.602
N 1.155 -1.207 -0.530
C 0.543 -0.006 -0.888
C -0.906 -0.121 -1.171
C -0.140 0.864 0.791
O 1.131 0.931 -1.470
O -2.001 0.213 -1.323
O 0.250 0.340 1.780
H 2.054 -1.034 -0.103
H 1.017 -3.144 0.209
H -0.085 -2.019 1.027
H -0.419 -2.582 -0.629
H -0.099 2.722 -0.220
H -1.704 2.232 0.332
H -0.518 2.828 1.525
*
```

***

The calculated energies rank the structures as follows, beginning with the most stable: model Q, model P.